Below is a molecular structure, C16H37AlN2O at a distorted geometry, with properties calculated with the ωB97M-V functional and the def2-TZVPD basis.

XYZ file:
```
57
Properties=species:S:1:pos:R:3:forces:R:3:nbo_charge:R:1
Al 2.266440 -1.242141 -4.273222 -0.036 -0.259 0.136 1.174
O 1.415792 -0.685780 -1.684237 0.124 1.133 0.026 -0.566
H 0.981921 -0.956736 -0.850183 0.015 -0.533 -0.197 0.467
C -0.978563 -0.213213 2.184718 0.079 -0.123 0.244 -0.601
C -2.086621 -0.792681 1.301096 -0.160 1.448 1.315 -0.474
C -1.774986 -2.172164 0.811034 -1.404 -1.073 -0.828 -0.201
N -2.724544 -2.750074 -0.266481 0.607 -0.369 0.123 -0.201
C -2.956094 -1.796678 -1.390865 -0.258 0.231 0.419 -0.406
C -3.981085 -3.355846 0.344707 -0.607 0.255 0.164 -0.231
C -3.567948 -4.708586 0.886664 0.652 0.305 0.635 -0.427
C -2.315558 -5.138181 0.130119 -0.821 0.020 -0.832 -0.446
C -2.048966 -4.007621 -0.842156 0.034 0.400 0.216 -0.202
H -0.009466 -0.025337 1.697064 0.035 -0.127 -0.304 0.185
H -0.752055 -0.887332 3.017882 0.108 -0.112 -0.115 0.264
H -1.264755 0.724219 2.660398 -0.220 0.037 -0.211 0.259
H -2.508445 -0.015267 0.646752 0.569 -0.491 -0.624 0.245
H -2.920830 -0.787675 2.025972 -0.179 -0.682 -0.092 0.293
H -1.859581 -2.885104 1.634002 0.291 0.110 0.051 0.258
H -0.807411 -2.353004 0.345245 0.426 0.588 0.178 0.201
H -3.499467 -0.919313 -1.046997 -0.197 -0.188 0.002 0.244
H -3.519970 -2.316096 -2.160631 -0.030 0.122 -0.049 0.256
H -1.999104 -1.449561 -1.779953 0.086 -0.218 -0.017 0.199
H -4.766000 -3.439601 -0.411340 0.272 0.132 -0.261 0.262
H -4.381076 -2.726440 1.142059 0.136 0.225 -0.229 0.253
H -4.344774 -5.467805 0.797764 -0.188 0.165 0.328 0.299
H -3.314546 -4.550308 1.947333 -0.320 -0.571 -0.031 0.255
H -2.613956 -5.993296 -0.489681 0.433 -0.330 0.124 0.297
H -1.490142 -5.464886 0.760591 0.141 0.067 -0.007 0.276
H -2.562384 -4.157966 -1.791566 0.044 -0.238 -0.052 0.248
H -1.001057 -3.793900 -1.047946 0.013 0.022 -0.018 0.216
C -1.093640 3.125947 0.319005 0.232 -0.317 -0.702 -0.618
C 0.212610 3.291774 -0.438800 -0.594 0.210 -0.517 -0.438
C 1.273785 2.288766 -0.037665 -0.298 2.591 0.280 -0.216
N 2.632046 2.570994 -0.568557 0.847 -0.727 0.116 -0.230
C 2.672397 2.873547 -2.051003 -0.035 -0.080 0.885 -0.397
C 3.605339 1.384337 -0.229286 0.025 0.549 -0.250 -0.182
C 4.436142 1.818182 0.988166 -0.815 -0.098 -0.211 -0.415
C 4.679203 3.257368 0.622705 0.381 0.484 0.933 -0.454
C 3.336091 3.790992 0.159563 0.133 -0.595 0.338 -0.175
H -1.310604 2.049151 0.257675 -0.161 0.099 0.967 0.207
H -1.981466 3.589024 -0.110275 0.401 0.354 -0.376 0.282
H -0.973606 3.573587 1.311199 -0.152 -0.666 0.296 0.273
H 0.535160 4.357432 -0.391049 0.566 -0.007 0.305 0.334
H 0.044568 3.329983 -1.536099 -0.186 -0.283 -0.099 0.294
H 0.826225 1.301878 -0.299492 0.457 -0.829 -0.600 0.280
H 1.293310 2.274412 1.062885 0.408 -0.407 -0.046 0.287
H 2.332362 1.966117 -2.541963 -0.173 0.038 -0.377 0.204
H 3.701780 3.109262 -2.312985 0.022 -0.160 -0.057 0.261
H 2.071177 3.755716 -2.246605 -0.159 -0.170 -0.196 0.252
H 4.277765 1.401599 -1.088038 -0.035 -0.521 -0.046 0.240
H 3.001339 0.484429 -0.120978 0.170 -0.060 -0.111 0.227
H 5.368794 1.287557 1.173076 -0.138 -0.299 -0.285 0.299
H 3.806840 1.692694 1.878234 0.117 0.140 0.115 0.237
H 5.496374 3.352895 -0.094754 -0.199 0.081 -0.214 0.256
H 4.998529 3.807570 1.513729 0.027 0.136 -0.178 0.296
H 3.433397 4.611422 -0.544304 -0.454 0.131 0.079 0.263
H 2.709306 3.981727 1.027473 -0.033 0.462 -0.143 0.234
```
Positions in Å, forces in eV/Å.

Charge: +4
Orbital gap: 2.1 eV


Below is 2 unconnected molecules or ions with the total composition C2H6P2S at a distorted geometry, with properties calculated with the ωB97M-V functional and the def2-TZVPD basis.

XYZ file:
```
11
Properties=species:S:1:pos:R:3:forces:R:3:nbo_charge:R:1
C -1.211939 -0.036934 -2.288629 -2.291 2.433 4.383 -0.749
C 1.134890 -0.720460 1.447679 1.912 0.146 1.213 -0.792
P -1.002933 1.086240 -0.991629 -1.724 -1.484 -1.377 0.429
P -1.393688 1.036151 2.035529 0.517 -0.078 -0.325 0.026
S 0.588872 0.959506 2.091099 -0.185 -0.743 -0.374 0.004
H -2.199216 -0.512277 -2.311921 0.748 -0.112 -0.667 0.229
H -0.341236 -0.226530 -2.774163 1.829 -1.092 -2.070 0.207
H 0.691030 -1.545340 2.143040 0.488 1.326 -2.135 0.254
H 2.271827 -0.738131 1.568242 -1.286 0.019 0.550 0.220
H 1.154151 -0.662696 0.333185 -1.286 -0.764 0.837 0.237
H 0.308243 1.360471 -1.252433 1.277 0.348 -0.036 -0.064
```
Positions in Å, forces in eV/Å.

Charge: 0
Orbital gap: 6.4 eV
Relative energy (zero: lowest compared OMol25 entry of this formula, charge and spin): 2.7614 eV


Below is 2 unconnected molecules or ions with the total composition CH10N3 at a distorted geometry, with properties calculated with the ωB97M-V functional and the def2-TZVPD basis.

XYZ file:
```
14
Properties=species:S:1:pos:R:3:forces:R:3:nbo_charge:R:1
N 1.548775 1.130664 -0.683382 0.599 -2.023 0.615 -0.912
H 1.957696 1.410942 -1.570225 -0.296 0.323 -0.101 0.447
H 0.536403 0.766834 -0.664696 -0.256 0.894 0.032 0.474
H 1.678567 1.806265 0.064249 -0.008 0.321 -0.186 0.441
H 2.039029 0.256625 -0.397298 -0.065 0.632 -0.203 0.449
N 0.155145 -1.411041 0.358202 -0.041 -0.075 0.534 -0.861
C -1.168369 -0.787451 0.509031 -0.120 0.053 -1.487 -0.061
N -1.158098 0.534257 -0.141807 1.198 0.175 0.614 -0.882
H 0.742897 -1.053405 1.111766 -0.037 0.027 -0.013 0.343
H 0.071062 -2.394037 0.619199 0.022 0.028 -0.433 0.388
H -1.424287 -0.676792 1.547923 -0.419 0.204 0.337 0.188
H -1.918681 -1.379113 -0.027024 0.243 -0.349 0.506 0.197
H -1.403756 0.567153 -1.117369 -0.666 -0.339 -0.042 0.390
H -1.656382 1.229100 0.391430 -0.153 0.130 -0.172 0.400
```
Positions in Å, forces in eV/Å.

Charge: +1
Orbital gap: 10.8 eV
Relative energy (zero: lowest compared OMol25 entry of this formula, charge and spin): 0.4339 eV


What HOMO energy values result from the calculations? In sequence: -21.8; -7.5; -14.3 eV.